No. 1
110
Properties=species:S:1:pos:R:3:forces:R:3 method="wB97M-V/def2-TZVPD" homo_ev=-8.6 charge=0 spin_multiplicity=1 smiles="CC[C@H](I)c1cc(CCCCCCCOC)cc2c1C(=O)NC2=O.O=S1(=O)CCCC1.O=S1(=O)CCCC1.O=S1(=O)CCCC1.O=S1(=O)CCCC1" energy_ev=-112673.52470
C 1.95828 -1.30966 1.59051 0.1 -0.2 0.7
C 1.25516 -2.01815 0.27656 1.3 -0.6 0.0
C 1.57379 -1.18961 -1.14029 -2.9 -0.9 1.0
I 3.70861 -0.67144 -1.05520 -1.0 -0.1 -0.5
C 0.56206 0.09421 -1.26496 -2.0 3.1 -0.6
C -0.79775 0.29797 -0.31294 1.1 3.2 -3.2
C -1.74683 1.65479 -0.54637 2.1 0.2 -1.5
C -3.14703 1.90433 0.33413 0.4 -0.7 -1.1
C -3.80964 0.50561 0.88329 -0.6 0.1 0.7
C -4.60530 -0.36842 -0.25409 -1.5 -0.8 0.6
C -4.56129 -2.00615 0.07801 0.6 0.2 -0.6
C -3.02094 -2.48340 -0.22230 -0.3 0.0 0.8
C -2.85442 -4.07224 -0.60469 1.4 0.3 0.1
C -2.59445 -4.37124 -2.19769 -0.2 -0.9 0.3
O -1.69548 -3.38149 -2.85911 -2.4 -0.4 -0.7
C -2.36530 -2.82856 -4.07339 -0.3 0.2 -0.5
C -1.39333 2.84216 -1.64142 3.2 -3.5 -0.3
C -0.05792 2.62898 -2.56808 -1.1 -2.7 2.7
C 0.84392 1.27501 -2.36611 -1.9 1.4 0.7
C 1.99734 1.47844 -3.51229 1.8 -3.0 -1.0
O 2.78449 0.62557 -4.17191 -5.0 5.5 4.2
N 2.01806 2.99307 -3.80666 -2.7 -1.7 -3.4
C 0.61207 3.55810 -3.74106 -3.1 1.8 0.3
O 0.00729 4.54494 -4.40755 4.4 -6.1 3.9
H 3.04318 -1.77949 1.73478 -2.3 1.2 -0.4
H 2.03679 -0.13371 1.50310 -0.1 -2.6 -0.1
H 1.39100 -1.51975 2.60630 1.0 0.4 -2.5
H 0.12083 -2.27175 0.41357 2.1 0.7 -0.4
H 1.81494 -3.06227 0.14004 -1.4 2.2 0.2
H 1.32281 -1.97255 -2.00398 0.9 2.1 1.6
H -1.12572 -0.48546 0.49459 0.9 1.8 -1.8
H -3.91629 2.34955 -0.46229 1.7 -0.7 1.9
H -2.95351 2.67471 1.21268 -0.3 -1.7 -1.9
H -4.63076 0.82637 1.68827 1.8 -0.7 -1.7
H -3.05233 -0.18470 1.48066 -1.4 1.6 -1.4
H -4.25289 -0.18671 -1.35543 -0.4 -0.3 2.2
H -5.76234 -0.08771 -0.20498 2.5 -0.3 -0.2
H -4.87353 -2.25191 1.18617 0.7 0.7 -2.1
H -5.31131 -2.61958 -0.61183 1.6 1.5 1.3
H -2.40158 -2.30602 0.77282 -1.2 -0.3 -2.0
H -2.58511 -1.74317 -1.03195 -0.7 -1.9 1.4
H -1.88250 -4.44988 -0.03371 -2.0 0.7 -1.2
H -3.73857 -4.73600 -0.21621 1.5 1.4 -0.8
H -3.63507 -4.47014 -2.76477 2.3 0.4 1.1
H -2.03993 -5.42267 -2.25129 -1.3 2.2 0.0
H -3.12886 -1.95707 -3.80008 1.5 -1.8 -0.4
H -1.56811 -2.36945 -4.82853 -1.4 -1.0 2.0
H -2.91420 -3.68062 -4.66544 1.1 2.0 1.6
H -2.01834 3.81827 -1.80977 1.2 -2.3 0.6
H 2.13022 2.93354 -4.86204 0.9 0.7 1.3
C 2.43831 3.49524 5.14212 0.2 0.2 0.1
C 2.30177 3.93958 3.68661 0.1 0.1 -0.2
C 2.46448 2.69829 2.81095 0.2 0.3 -0.4
S 1.91874 1.31414 3.79987 -0.5 0.0 0.0
O 3.05542 0.45503 4.05682 -0.3 -0.1 -0.1
O 0.66997 0.80899 3.26520 0.4 0.0 0.3
C 1.57368 2.25058 5.27623 0.0 0.2 0.5
H 2.12449 4.27939 5.83729 0.1 -0.1 -0.1
H 3.48530 3.25032 5.35723 -0.1 0.0 0.0
H 1.30694 4.37390 3.52969 0.1 -0.1 0.0
H 3.03892 4.70563 3.42650 -0.3 -0.4 0.0
H 1.85437 2.76135 1.90635 0.1 -0.3 0.1
H 3.51153 2.53171 2.54336 -0.2 -0.1 0.1
H 1.81088 1.65588 6.16000 -0.1 -0.1 -0.2
H 0.51014 2.50721 5.26876 0.1 -0.1 -0.1
C 1.12037 8.74707 1.72120 -0.2 0.2 -0.1
C 2.52005 9.27269 2.03622 0.2 0.1 -0.3
C 2.75575 9.08089 3.53346 0.5 0.5 -0.1
S 1.75638 7.68278 4.02154 0.0 -0.1 0.2
O 0.72738 8.14633 4.92841 0.4 -0.4 -0.1
O 2.62256 6.56466 4.33773 -0.4 0.8 0.5
C 1.01690 7.40203 2.42468 -0.3 -0.1 -0.5
H 0.95554 8.65097 0.64406 0.0 0.0 0.2
H 0.36771 9.43809 2.11924 0.1 -0.1 -0.1
H 3.26188 8.69717 1.46930 -0.1 0.1 0.1
H 2.63163 10.32328 1.75037 0.0 -0.2 0.1
H 3.80584 8.87060 3.75168 -0.2 0.0 0.2
H 2.42332 9.95135 4.10569 0.0 -0.2 0.0
H -0.01178 7.05785 2.54448 0.2 0.0 0.2
H 1.61140 6.64150 1.90969 -0.1 0.1 0.1
C 2.58144 -4.53593 5.97579 0.1 0.0 0.2
C 1.81139 -5.77092 5.51058 0.2 -0.3 0.0
C 0.41482 -5.31117 5.09548 -0.2 -0.7 0.2
S 0.58482 -3.61392 4.56434 0.0 0.3 -0.3
O -0.14520 -2.76788 5.48490 0.1 -0.2 -0.5
O 0.39627 -3.54221 3.12915 -0.4 0.0 0.6
C 2.32443 -3.46862 4.92244 0.5 0.1 0.1
H 3.65005 -4.74169 6.08704 -0.2 0.1 0.0
H 2.19674 -4.20480 6.94779 0.1 0.0 -0.1
H 2.32382 -6.21739 4.64976 -0.1 0.1 0.1
H 1.75938 -6.53406 6.29341 0.0 0.1 -0.1
H 0.02190 -5.91204 4.27141 -0.1 0.3 0.1
H -0.28122 -5.33439 5.93849 0.1 0.1 -0.2
H 2.55156 -2.45914 5.26936 -0.2 0.0 -0.2
H 2.87471 -3.68359 4.00156 -0.1 0.1 0.1
C -1.59914 -4.04699 -9.61506 -0.1 0.2 -0.2
C -0.24658 -3.61065 -9.05400 0.2 0.0 -0.3
C -0.36179 -3.60637 -7.53059 0.5 0.5 0.0
S -1.60324 -4.82368 -7.11996 0.2 -0.6 0.1
O -2.73917 -4.14360 -6.53406 0.2 -0.6 -0.6
O -0.96579 -5.95877 -6.48301 -0.5 0.5 0.0
C -2.01188 -5.26231 -8.79812 -0.2 -0.1 -0.5
H -1.53982 -4.28119 -10.68195 0.0 0.0 0.2
H -2.33087 -3.24071 -9.48491 0.1 -0.1 0.0
H 0.52471 -4.32633 -9.36360 -0.1 0.1 0.0
H 0.04916 -2.62638 -9.43034 0.0 -0.2 0.1
H 0.58410 -3.87747 -7.05487 -0.3 0.0 0.1
H -0.70189 -2.63635 -7.15766 0.0 -0.2 0.0
H -3.07609 -5.49111 -8.87605 0.1 0.0 0.2
H -1.41678 -6.13952 -9.06906 -0.1 0.1 0.1


No. 2
47
Properties=species:S:1:pos:R:3:forces:R:3 method="wB97M-V/def2-TZVPD" homo_ev=-8.3 charge=0 spin_multiplicity=1 e_above_lowest_kcal_mol=123.7 smiles="Cc1cccc(OC2CCN(Cc3cc(=O)[nH]c(=O)[nH]3)CC2)c1C" energy_ev=-29649.66013
O 6.74255 -1.82338 1.87611 -0.3 -1.3 -0.1
O 3.44964 -4.05946 4.01531 2.1 2.9 -0.1
O -1.21710 0.36639 -0.81421 0.0 -0.5 -0.9
C 5.55697 -2.04859 2.14084 4.0 3.5 -1.1
C 4.04206 -3.03317 3.52979 -1.8 -7.2 0.6
C 4.68173 -0.88857 1.79292 -0.7 -3.0 0.6
C 3.48918 -0.92217 2.38973 1.7 1.5 -0.4
C -3.09533 2.95094 -2.54114 -3.1 2.8 -2.1
C -2.17540 2.27792 -1.85877 4.4 1.5 1.7
C -4.24151 2.31388 -3.15164 0.9 0.5 1.5
C -2.20282 0.93979 -1.57835 -1.6 0.7 -1.1
C -4.37830 0.93430 -2.89038 1.1 1.3 -0.3
C -3.38765 0.30698 -2.10212 1.7 -0.1 1.0
N 5.21591 -3.14709 2.87392 -0.4 1.7 -0.7
N 3.38048 -1.92669 3.40075 -4.0 4.1 -0.2
N 1.28740 -0.13459 1.67004 -1.2 0.6 2.9
C -5.54526 0.18370 -3.48603 2.8 1.9 -2.0
C -3.49284 -1.09720 -1.69963 0.8 -2.0 0.1
C 2.60384 0.30906 2.01423 -0.7 -2.2 0.6
C 0.12710 0.74846 1.88893 0.7 -0.1 -0.9
C 1.05863 -0.98440 0.56454 -1.6 1.3 -1.3
C -0.01666 1.74017 0.69453 1.4 0.3 0.8
C 1.16388 -0.03010 -0.65876 -1.5 -1.9 -0.4
C 0.07968 1.05206 -0.62078 -0.6 -0.9 -0.9
H 5.06021 -0.12813 1.12789 0.0 -0.3 -0.1
H -2.93115 4.09675 -2.52692 -0.6 -2.0 -0.6
H -1.25010 2.90975 -1.52858 -1.9 -1.2 -0.4
H -5.05862 2.90008 -3.63839 1.0 -0.6 0.3
H 5.98928 -3.64834 3.23909 0.5 -0.9 0.2
H 2.51571 -2.07349 3.91666 -0.2 0.5 -0.5
H -6.13709 0.89344 -4.00538 -1.1 0.7 0.0
H -5.26337 -0.48502 -4.27778 0.6 -0.7 -0.2
H -6.01030 -0.32915 -2.76922 -2.3 -2.0 2.7
H -2.55914 -1.37127 -1.10102 -1.5 0.1 -0.7
H -4.40508 -1.27893 -1.11056 0.3 -0.2 -0.1
H -3.50421 -1.75406 -2.59989 -0.2 0.2 0.6
H 3.09965 0.88174 1.21714 0.4 -0.2 0.2
H 2.55760 0.89458 2.90227 -0.3 0.9 0.6
H 0.19741 1.31980 2.81054 0.2 -0.1 0.2
H -0.68737 0.02257 1.97910 -0.4 0.6 -0.1
H 1.75967 -1.77586 0.55453 0.8 -0.9 -0.3
H -0.00976 -1.41454 0.62513 1.7 0.5 -0.1
H -0.89827 2.36046 0.77365 -0.2 0.2 0.0
H 0.88648 2.39756 0.66763 -0.6 -0.1 0.6
H 2.13399 0.41799 -0.69236 0.7 0.3 0.0
H 1.01580 -0.61292 -1.57591 0.1 0.3 -0.1
H 0.37250 1.74874 -1.43747 -0.9 -0.3 0.3


No. 3
83
Properties=species:S:1:pos:R:3:forces:R:3 method="wB97M-V/def2-TZVPD" homo_ev="-17.8 / -17.7" charge=+4 spin_multiplicity=1 energy_ev=-133781.83057
C -0.29587 4.99527 -3.63902 0.2 -0.3 0.7
C -0.47584 3.73990 -4.27168 0.5 0.6 -1.2
C -0.65276 3.74513 -5.66152 0.2 -0.2 -0.4
C -0.62789 4.96875 -6.34212 -0.3 -0.2 0.2
N -0.47978 6.14047 -5.72787 0.5 -0.3 -0.2
C -0.28122 6.15536 -4.41256 -0.3 -0.4 0.3
C -0.53621 2.50077 -3.52432 -2.5 0.1 3.3
C -0.96366 2.16720 -2.34120 0.8 4.1 -2.1
C -1.74688 2.27329 -1.17566 -0.2 -1.1 -0.8
C -1.13327 2.14640 0.07154 0.1 -1.1 1.3
C -1.87468 1.73867 1.16745 0.1 0.5 -0.5
C -3.26344 1.52737 1.04210 0.8 0.4 -0.2
C -3.91023 1.81571 -0.16421 -0.2 0.2 -0.9
C -3.15187 2.17102 -1.27928 -0.9 -0.5 0.4
Sn -0.07609 0.25900 -2.96375 1.5 -0.5 -0.8
P 2.42523 -1.18235 0.55684 0.6 -0.5 0.0
H -0.83428 2.82224 -6.21711 0.2 0.3 0.1
H -0.19334 5.06954 -2.55251 0.2 0.0 -0.4
H -0.71432 4.98186 -7.42741 -0.1 0.1 0.2
H -0.09052 7.12420 -3.94668 -0.2 -0.2 -0.1
H -3.60084 2.25109 -2.26636 -0.1 0.2 0.2
H -0.05872 2.23640 0.13341 0.1 0.0 0.2
H -4.99490 1.68285 -0.22576 0.4 0.2 -0.1
H -1.39156 1.56659 2.11157 0.1 0.0 0.2
C 2.39273 -2.81617 1.45595 -0.6 0.3 -0.1
C 3.35027 -3.93504 1.05001 0.2 -0.2 0.0
H 1.35058 -3.16555 1.37266 0.2 -0.1 0.2
H 2.54641 -2.54663 2.51205 -0.1 -0.1 -0.2
H 3.27764 -4.73639 1.79931 0.1 0.2 -0.3
H 3.09073 -4.38057 0.07859 0.1 0.2 0.2
H 4.39956 -3.61098 1.02174 -0.4 -0.1 -0.1
C 3.09723 -1.64539 -1.09683 -0.2 -0.2 0.0
C 3.36214 -0.44338 -1.99716 0.5 -0.5 -0.3
H 2.36977 -2.32973 -1.56733 0.4 0.2 0.1
H 4.02089 -2.21962 -0.93778 -0.3 0.1 -0.2
H 3.56857 -0.78949 -3.01648 0.1 0.2 0.1
H 2.49701 0.23754 -2.05078 -0.1 0.2 0.2
H 4.23858 0.13133 -1.66713 -0.4 0.0 -0.1
C 3.91794 -0.40343 1.32869 -0.4 0.5 -0.1
C 5.29414 -1.02050 1.11515 0.4 0.0 0.2
H 3.69983 -0.35214 2.40389 0.1 0.1 -0.2
H 3.90979 0.63030 0.95437 0.1 -0.1 0.2
H 6.04587 -0.30732 1.47386 -0.1 -0.2 -0.1
H 5.43845 -1.93714 1.69750 -0.1 0.2 -0.2
H 5.52877 -1.22054 0.06431 -0.1 0.0 0.2
Br -4.19891 0.85939 2.47828 -0.2 -0.1 0.1
P -1.97999 -2.49464 -1.75001 0.2 0.5 3.3
C -0.13880 -2.66540 -1.62704 0.5 0.1 -1.4
C 0.26175 -4.13006 -1.83185 -0.3 -0.7 -0.2
H 0.21173 -2.28976 -0.65460 -0.5 0.2 0.0
H 0.33932 -2.05028 -2.41503 -0.2 -0.8 0.5
H 1.34931 -4.28065 -1.80302 -0.3 0.3 0.1
H -0.18583 -4.76538 -1.05694 0.2 0.1 -0.1
H -0.09176 -4.49286 -2.80772 0.2 0.0 0.3
C -2.44202 -2.65988 0.03646 0.0 -1.3 0.0
C -3.82139 -3.30278 0.17688 -0.3 -0.4 0.0
H -2.37996 -1.69628 0.57274 0.2 0.0 -0.6
H -1.69229 -3.33092 0.49150 -0.2 0.3 -0.1
H -4.15054 -3.32558 1.22253 0.1 0.1 -0.3
H -4.59622 -2.81051 -0.42150 0.1 0.0 0.2
H -3.75401 -4.33763 -0.17706 -0.2 0.1 0.2
C -2.75472 -0.86358 -2.06040 -0.2 -0.4 -1.0
C -2.95923 -0.63610 -3.56377 -0.2 0.5 -0.2
H -2.12634 -0.12359 -1.54627 0.0 -0.2 0.1
H -3.71483 -0.82434 -1.52167 0.3 -0.3 -0.1
H -3.06815 0.42315 -3.82349 -0.1 -0.1 0.1
H -2.12733 -1.03780 -4.16125 -0.2 -0.1 -0.1
H -3.87977 -1.13710 -3.89767 0.4 0.1 0.0
N -0.63863 2.20198 7.80676 2.4 0.9 -1.7
C 0.28521 2.28399 6.79240 -4.4 -2.4 1.9
O 1.17702 3.12433 6.79951 1.2 1.1 -0.1
C 0.11403 1.31035 5.66087 0.8 -0.4 -1.5
C -0.97415 0.43689 5.50094 -0.1 0.1 0.2
C -0.99498 -0.42861 4.39233 0.4 0.5 0.3
N -0.02889 -0.45108 3.46742 -0.1 0.2 0.1
C 1.00256 0.38655 3.60520 -0.2 0.2 0.4
C 1.11257 1.28799 4.67348 0.0 -0.1 -0.1
H -0.47845 2.78514 8.61078 -0.2 0.2 0.4
H -1.24773 1.40901 7.91088 0.0 -0.3 -0.1
H -1.81907 0.39891 6.18679 0.2 0.0 -0.1
H -1.83044 -1.11904 4.25341 0.3 0.2 0.1
H 1.77527 0.35665 2.82788 -0.4 0.0 0.4
H 1.97172 1.95364 4.71381 -0.1 -0.1 0.1